1.
{
  "formula": "C36H76F4N9O8S4",
  "method": "ωB97M-V with the def2-TZVPD basis set",
  "total_charge": 2,
  "gap_ev": [2.4518, 5.5645],
  "s2": 0.759,
  "e_homo_ev": [-7.2, -10.4],
  "lumo_ev": [-4.8, -4.8],
  "energy_ev": -122541.2354,
  "multiplicity": 2,
  "species": ["C", "C", "N", "C", "C", "N", "C", "C", "H", "H", "H", "H", "H", "H", "H", "H", "H", "H", "H", "C", "C", "N", "C", "C", "N", "C", "C", "H", "H", "H", "H", "H", "H", "H", "H", "H", "H", "H", "C", "C", "C", "N", "C", "C", "C", "C", "C", "H", "H", "H", "H", "H", "H", "H", "H", "H", "H", "H", "H", "H", "H", "H", "H", "H", "H", "C", "C", "C", "N", "C", "C", "C", "C", "C", "H", "H", "H", "H", "H", "H", "H", "H", "H", "H", "H", "H", "H", "H", "H", "H", "H", "H", "C", "C", "C", "N", "C", "C", "C", "C", "C", "H", "H", "H", "H", "H", "H", "H", "H", "H", "H", "H", "H", "H", "H", "H", "H", "H", "H", "N", "S", "O", "O", "F", "S", "O", "O", "F", "N", "S", "O", "O", "F", "S", "O", "O", "F"],
  "xyz": [[1.948, -2.162, 0.772], [3.100, -1.398, 0.069], [3.592, -0.206, 0.810], [4.646, 0.570, 0.428], [4.780, 1.610, 1.313], [3.825, 1.470, 2.233], [3.006, 0.464, 1.877], [3.530, 2.293, 3.404], [1.085, -1.499, 0.838], [2.231, -2.406, 1.796], [1.589, -3.049, 0.251], [2.597, -1.157, -0.868], [3.889, -2.108, -0.178], [5.082, 0.311, -0.526], [5.533, 2.384, 1.292], [2.150, 0.081, 2.413], [2.556, 2.009, 3.800], [3.635, 3.356, 3.183], [4.289, 2.013, 4.135], [-3.407, -7.679, 2.895], [-3.029, -6.918, 4.198], [-2.173, -5.762, 3.981], [-0.863, -5.722, 4.314], [-0.400, -4.464, 3.903], [-1.454, -3.687, 3.469], [-2.550, -4.493, 3.562], [-1.381, -2.286, 3.039], [-3.854, -8.644, 3.134], [-2.569, -7.796, 2.207], [-4.156, -7.226, 2.246], [-2.531, -7.544, 4.938], [-3.957, -6.518, 4.607], [-0.371, -6.556, 4.792], [0.516, -3.981, 4.212], [-3.519, -4.298, 3.128], [-2.372, -1.843, 3.137], [-1.203, -2.195, 1.968], [-0.624, -1.728, 3.590], [-5.095, 1.148, -5.346], [-4.759, 0.079, -4.365], [-5.106, 0.510, -2.916], [-4.863, -0.560, -1.739], [-3.285, -0.729, -1.656], [-5.564, -1.902, -2.080], [-6.408, -2.204, -0.828], [-6.829, -0.773, -0.359], [-5.479, -0.027, -0.422], [-5.378, 0.686, -6.291], [-4.387, 1.950, -5.555], [-5.951, 1.742, -5.025], [-3.713, -0.193, -4.504], [-5.411, -0.757, -4.617], [-6.123, 0.880, -2.789], [-4.544, 1.400, -2.634], [-2.838, 0.210, -1.327], [-2.837, -1.043, -2.598], [-3.083, -1.449, -0.863], [-4.960, -2.790, -2.267], [-6.160, -1.711, -2.972], [-5.776, -2.631, -0.050], [-7.315, -2.767, -1.053], [-7.149, -0.883, 0.677], [-7.617, -0.355, -0.985], [-4.796, -0.359, 0.360], [-5.469, 1.056, -0.538], [1.024, -0.055, -3.235], [1.222, -1.571, -3.520], [2.667, -1.948, -3.967], [2.788, -3.488, -4.324], [1.829, -3.924, -5.472], [4.359, -3.689, -4.749], [4.737, -5.081, -4.226], [3.571, -5.542, -3.349], [2.638, -4.386, -3.021], [1.559, 0.398, -2.400], [-0.012, 0.204, -3.014], [1.230, 0.523, -4.136], [0.583, -1.784, -4.377], [0.832, -2.199, -2.719], [3.385, -1.725, -3.177], [3.015, -1.494, -4.895], [0.882, -3.899, -4.933], [1.945, -4.946, -5.832], [1.773, -3.118, -6.204], [4.559, -3.506, -5.804], [4.816, -2.840, -4.240], [4.868, -5.748, -5.079], [5.648, -4.998, -3.634], [2.959, -6.364, -3.721], [3.888, -5.940, -2.386], [1.586, -4.571, -2.807], [2.992, -3.857, -2.136], [3.798, 2.473, -2.264], [2.958, 3.730, -1.833], [2.893, 3.885, -0.250], [2.038, 5.123, 0.235], [2.554, 6.564, -0.230], [1.967, 5.082, 1.744], [0.863, 6.052, 2.185], [-0.080, 5.984, 1.003], [0.547, 5.063, -0.070], [4.066, 2.669, -3.303], [3.316, 1.508, -2.107], [4.697, 2.448, -1.648], [1.920, 3.655, -2.155], [3.445, 4.579, -2.313], [3.837, 4.110, 0.246], [2.354, 3.021, 0.140], [3.561, 6.716, 0.158], [1.962, 7.435, 0.051], [2.593, 6.601, -1.319], [2.923, 5.327, 2.207], [1.732, 4.073, 2.083], [1.359, 7.018, 2.279], [0.367, 5.855, 3.135], [-0.323, 6.989, 0.659], [-1.098, 5.651, 1.204], [0.348, 5.496, -1.051], [0.147, 4.056, -0.182], [0.428, 1.952, 1.670], [-0.703, 2.050, 2.622], [-1.460, 0.899, 3.074], [-1.475, 3.282, 2.570], [0.194, 2.359, 3.902], [-0.595, 1.450, 0.396], [-1.758, 2.253, 0.063], [-0.789, -0.006, 0.305], [0.451, 1.835, -0.847], [0.475, 5.798, 6.880], [0.233, 4.558, 6.181], [-0.930, 4.495, 5.270], [0.609, 3.356, 6.976], [1.562, 4.801, 5.237], [-0.820, 5.681, 7.973], [-0.379, 5.959, 9.343], [-1.932, 4.779, 7.890], [-1.467, 7.121, 7.623]]
}

2.
{
  "formula": "C36H76FN2O24PS",
  "method": "ωB97M-V with the def2-TZVPD basis set",
  "gap_ev": 9.3587,
  "e_homo_ev": -9.0,
  "lumo_ev": 0.4,
  "smiles": "CCCCCCCCCCCCCCCN(P(N)O)S(=O)(=O)F.COC(=O)OC.COC(=O)OC.COC(=O)OC.COC(=O)OC.COC(=O)OC.COC(=O)OC.COC(=O)OC",
  "energy_ev": -113526.9366,
  "species": ["C", "C", "C", "C", "C", "C", "C", "C", "C", "C", "C", "C", "C", "C", "C", "N", "P", "N", "O", "S", "O", "O", "F", "H", "H", "H", "H", "H", "H", "H", "H", "H", "H", "H", "H", "H", "H", "H", "H", "H", "H", "H", "H", "H", "H", "H", "H", "H", "H", "H", "H", "H", "H", "H", "H", "H", "H", "C", "O", "C", "O", "O", "C", "H", "H", "H", "H", "H", "H", "C", "O", "C", "O", "O", "C", "H", "H", "H", "H", "H", "H", "C", "O", "C", "O", "O", "C", "H", "H", "H", "H", "H", "H", "C", "O", "C", "O", "O", "C", "H", "H", "H", "H", "H", "H", "C", "O", "C", "O", "O", "C", "H", "H", "H", "H", "H", "H", "C", "O", "C", "O", "O", "C", "H", "H", "H", "H", "H", "H", "C", "O", "C", "O", "O", "C", "H", "H", "H", "H", "H", "H"],
  "xyz": [[1.372, -3.799, 0.229], [1.989, -3.735, -1.166], [1.466, -2.492, -1.853], [1.970, -2.253, -3.275], [1.915, -0.747, -3.574], [3.234, -0.046, -3.431], [3.776, 0.100, -2.018], [3.219, 1.285, -1.201], [2.397, 0.883, 0.045], [0.884, 1.077, 0.011], [0.329, 0.483, 1.316], [-1.151, 0.789, 1.640], [-2.060, -0.450, 1.498], [-3.506, -0.073, 1.099], [-3.723, 0.437, -0.306], [-3.403, -0.525, -1.399], [-3.779, -2.197, -1.015], [-3.811, -2.903, -2.574], [-5.355, -2.277, -0.551], [-4.088, -0.014, -2.845], [-5.391, -0.475, -3.057], [-3.191, -0.344, -3.867], [-4.098, 1.555, -2.747], [1.842, -4.543, 0.852], [1.526, -2.828, 0.685], [0.308, -3.958, 0.137], [3.067, -3.784, -1.136], [1.621, -4.602, -1.710], [0.384, -2.522, -1.827], [1.739, -1.644, -1.240], [2.969, -2.627, -3.433], [1.280, -2.724, -3.962], [1.625, -0.649, -4.607], [1.121, -0.304, -2.993], [3.122, 0.944, -3.860], [3.984, -0.550, -4.022], [3.679, -0.808, -1.442], [4.833, 0.280, -2.145], [4.078, 1.826, -0.838], [2.675, 1.979, -1.826], [2.751, 1.497, 0.862], [2.599, -0.151, 0.292], [0.390, 0.563, -0.805], [0.610, 2.124, -0.043], [0.953, 0.855, 2.122], [0.512, -0.581, 1.251], [-1.527, 1.626, 1.072], [-1.172, 1.037, 2.690], [-1.660, -1.176, 0.808], [-2.147, -0.928, 2.465], [-4.205, -0.852, 1.356], [-3.739, 0.764, 1.745], [-3.074, 1.287, -0.432], [-4.731, 0.820, -0.392], [-3.675, -3.893, -2.404], [-2.976, -2.608, -3.076], [-5.389, -3.030, 0.051], [1.710, -1.554, -10.159], [0.761, -1.902, -9.150], [-0.397, -1.247, -9.242], [-0.677, -0.428, -10.074], [-1.181, -1.660, -8.252], [-2.470, -1.037, -8.218], [2.597, -2.152, -9.971], [1.324, -1.789, -11.148], [1.970, -0.500, -10.096], [-3.028, -1.253, -9.127], [-2.372, 0.037, -8.074], [-3.002, -1.456, -7.369], [-3.860, 4.795, 2.944], [-3.419, 5.253, 4.226], [-3.275, 4.279, 5.121], [-3.496, 3.114, 4.926], [-2.844, 4.816, 6.260], [-2.644, 3.873, 7.314], [-3.940, 5.665, 2.301], [-3.134, 4.105, 2.517], [-4.835, 4.319, 3.018], [-1.889, 3.141, 7.037], [-3.578, 3.374, 7.566], [-2.297, 4.436, 8.174], [-6.553, 4.598, -2.688], [-7.629, 5.093, -1.887], [-7.315, 5.296, -0.612], [-6.240, 5.102, -0.110], [-8.396, 5.752, 0.015], [-8.203, 6.016, 1.405], [-6.943, 4.478, -3.694], [-5.729, 5.307, -2.706], [-6.212, 3.632, -2.321], [-7.444, 6.782, 1.550], [-7.927, 5.106, 1.935], [-9.152, 6.377, 1.789], [4.955, -4.798, 4.977], [4.006, -3.848, 5.477], [3.196, -3.354, 4.539], [3.214, -3.642, 3.373], [2.367, -2.485, 5.107], [1.443, -1.874, 4.199], [5.548, -5.122, 5.827], [4.447, -5.659, 4.548], [5.611, -4.338, 4.241], [0.803, -2.624, 3.739], [1.972, -1.308, 3.435], [0.833, -1.195, 4.787], [1.477, -0.978, 12.128], [2.068, -2.045, 11.386], [2.317, -1.750, 10.109], [2.086, -0.699, 9.574], [2.862, -2.817, 9.537], [3.186, -2.644, 8.150], [1.328, -1.346, 13.138], [2.138, -0.115, 12.155], [0.514, -0.701, 11.703], [3.917, -1.847, 8.024], [2.294, -2.432, 7.572], [3.616, -3.574, 7.806], [-2.125, 5.100, -8.394], [-1.668, 5.003, -7.044], [-2.134, 3.941, -6.387], [-2.870, 3.104, -6.833], [-1.636, 3.959, -5.157], [-2.047, 2.852, -4.346], [-1.677, 5.998, -8.810], [-1.801, 4.238, -8.973], [-3.208, 5.192, -8.428], [-1.705, 1.916, -4.784], [-3.120, 2.840, -4.216], [-1.576, 2.977, -3.374], [10.546, -3.377, 1.124], [9.323, -3.883, 1.662], [8.228, -3.403, 1.073], [8.203, -2.615, 0.168], [7.168, -3.950, 1.665], [5.910, -3.523, 1.132], [11.349, -3.843, 1.686], [10.643, -3.643, 0.074], [10.602, -2.298, 1.246], [5.823, -3.794, 0.082], [5.785, -2.449, 1.257], [5.135, -4.034, 1.695]]
}

3.
{
  "formula": "C36H76N4O4",
  "method": "ωB97M-V with the def2-TZVPD basis set",
  "relative_energy_kj_mol": 89.66,
  "gap_ev": 8.5435,
  "e_homo_ev": -8.0,
  "lumo_ev": 0.5,
  "smiles": "CC1(C)CCCC(C)(C)N1O.CC1(C)CCCC(C)(C)N1O.CC1(C)CCCC(C)(C)N1O.CC1(C)CCCC(C)(C)N1O",
  "energy_ev": -52709.5093,
  "species": ["C", "C", "C", "C", "C", "C", "C", "C", "C", "N", "O", "H", "H", "H", "H", "H", "H", "H", "H", "H", "H", "H", "H", "H", "H", "H", "H", "H", "H", "H", "C", "C", "C", "C", "C", "C", "C", "C", "C", "N", "O", "H", "H", "H", "H", "H", "H", "H", "H", "H", "H", "H", "H", "H", "H", "H", "H", "H", "H", "H", "C", "C", "C", "C", "C", "C", "C", "C", "C", "N", "O", "H", "H", "H", "H", "H", "H", "H", "H", "H", "H", "H", "H", "H", "H", "H", "H", "H", "H", "H", "C", "C", "C", "C", "C", "C", "C", "C", "C", "N", "O", "H", "H", "H", "H", "H", "H", "H", "H", "H", "H", "H", "H", "H", "H", "H", "H", "H", "H", "H"],
  "xyz": [[1.543, 0.228, 4.649], [0.488, 0.589, 5.706], [0.854, 1.944, 6.296], [-0.860, 0.761, 5.014], [-1.547, -0.580, 4.769], [-1.597, -1.479, 5.996], [-0.289, -1.634, 6.766], [-0.651, -2.036, 8.176], [0.573, -2.708, 6.098], [0.391, -0.342, 6.808], [1.477, -0.315, 7.697], [2.402, -0.302, 5.063], [1.113, -0.498, 3.944], [1.740, 1.071, 3.986], [1.879, 1.952, 6.687], [0.917, 2.746, 5.549], [0.220, 2.297, 7.107], [-1.503, 1.401, 5.620], [-0.694, 1.196, 4.027], [-2.544, -0.488, 4.328], [-1.018, -1.109, 3.960], [-1.845, -2.491, 5.652], [-2.434, -1.178, 6.630], [0.167, -1.976, 8.895], [-0.984, -3.076, 8.177], [-1.405, -1.349, 8.558], [0.616, -2.639, 5.008], [0.291, -3.721, 6.396], [1.620, -2.634, 6.425], [2.253, -0.601, 7.190], [3.117, -0.996, 1.661], [2.202, -1.750, 0.718], [2.616, -3.228, 0.717], [0.753, -1.644, 1.244], [-0.246, -2.153, 0.208], [-0.153, -1.244, -1.033], [1.238, -1.373, -1.660], [1.404, -2.711, -2.406], [1.384, -0.227, -2.671], [2.225, -1.135, -0.606], [3.530, -1.020, -1.133], [3.116, -1.521, 2.624], [4.176, -0.972, 1.403], [2.781, 0.027, 1.828], [3.622, -3.309, 0.290], [2.503, -3.681, 1.698], [2.037, -3.830, 0.010], [0.706, -2.309, 2.115], [0.553, -0.617, 1.557], [0.037, -3.178, -0.023], [-1.242, -2.118, 0.651], [-0.316, -0.230, -0.675], [-0.868, -1.677, -1.730], [1.007, -2.633, -3.418], [0.785, -3.497, -1.951], [2.393, -3.169, -2.426], [1.885, 0.642, -2.242], [0.393, 0.168, -2.927], [1.871, -0.473, -3.613], [3.887, -1.917, -1.207], [-2.226, -4.908, -6.667], [-3.212, -3.942, -5.996], [-4.621, -4.359, -6.416], [-3.088, -4.057, -4.480], [-1.786, -3.480, -3.975], [-1.818, -1.973, -4.243], [-1.969, -1.675, -5.749], [-2.520, -0.250, -5.915], [-0.629, -1.773, -6.479], [-2.968, -2.560, -6.357], [-3.227, -2.253, -7.697], [-2.312, -5.920, -6.267], [-2.306, -4.971, -7.758], [-1.180, -4.595, -6.574], [-5.014, -3.760, -7.244], [-4.670, -5.341, -6.902], [-5.372, -4.370, -5.625], [-3.939, -3.572, -3.994], [-3.158, -5.110, -4.183], [-1.675, -3.588, -2.894], [-0.928, -3.893, -4.504], [-0.915, -1.488, -3.883], [-2.717, -1.532, -3.800], [-2.145, 0.445, -5.157], [-3.606, -0.259, -5.868], [-2.153, 0.183, -6.850], [-0.840, -1.692, -7.552], [-0.094, -2.715, -6.349], [0.053, -0.947, -6.260], [-4.056, -1.763, -7.689], [2.994, 4.785, 0.764], [1.602, 4.149, 0.549], [1.826, 2.649, 0.380], [0.753, 4.322, 1.798], [0.245, 5.720, 2.028], [-0.574, 6.177, 0.815], [0.083, 5.943, -0.538], [-1.023, 5.822, -1.601], [0.951, 7.175, -0.865], [0.903, 4.744, -0.543], [1.390, 4.403, -1.811], [3.489, 4.895, -0.210], [2.970, 5.756, 1.257], [3.697, 4.150, 1.308], [0.981, 1.969, 0.232], [2.360, 2.467, -0.562], [2.437, 2.283, 1.202], [-0.091, 3.621, 1.842], [1.298, 4.004, 2.700], [-0.316, 5.813, 2.957], [1.058, 6.457, 2.096], [-0.833, 7.236, 0.904], [-1.562, 5.700, 0.889], [-0.656, 6.149, -2.576], [-1.918, 6.383, -1.340], [-1.286, 4.769, -1.718], [1.466, 7.036, -1.819], [1.692, 7.366, -0.086], [0.338, 8.071, -0.990], [2.245, 4.854, -1.916]]
}